(1)
# C30H58BN5O12PS2

3 unconnected molecules or ions with the total composition C30H58BN5O12PS2 in a non-equilibrium geometry (the ωB97M-V functional and the def2-TZVPD basis, OMol25).

Geometry as XYZ:
```
109
C30H58BN5O12PS2 (the ωB97M-V functional and the def2-TZVPD basis)
C 1.96734 -4.51764 5.79527
C 0.34651 -4.46319 5.90695
O 0.03354 -4.48895 7.32698
C -0.08880 -3.00385 5.31910
O -1.39323 -3.02976 4.70451
C -1.69511 -1.80637 4.00460
C -1.43212 -0.39874 4.72789
C -1.65403 0.87863 3.79362
S -0.78827 2.39232 4.52992
C -0.84344 3.58955 3.10638
N 0.20670 4.28791 2.43932
N -0.47848 4.97524 1.45843
C -1.89332 4.70418 1.52508
O -2.15171 3.80263 2.60334
O -0.78964 -1.70816 2.86005
B -1.46505 -2.46284 1.78198
C -0.79058 -2.50734 0.28821
P 1.07880 -2.67463 0.27994
O 1.55781 -4.14202 0.38744
O 1.61317 -1.98280 -1.21883
O 1.87771 -1.80799 1.50162
O -2.86420 -2.02878 1.93214
C -3.19341 -2.07071 3.35277
C -3.83112 -3.53597 3.49074
C -5.06747 -3.82549 2.51235
C -6.51742 -3.62730 3.17206
S -6.84694 -4.75629 4.62806
C -4.36103 -1.03096 3.79363
C -4.99392 -0.26199 2.62188
C -6.09730 0.79136 3.01645
C -6.31761 0.83236 4.56464
C -5.60456 -0.05645 5.59552
N -4.61746 -0.99213 5.18370
H 2.43804 -4.98445 6.74002
H 2.43203 -3.45888 5.72450
H 2.33506 -5.07474 4.86441
H -0.11618 -5.31364 5.30938
H 0.57045 -3.75690 7.71703
H 0.76220 -2.68281 4.63041
H -0.11073 -2.30760 6.22781
H -0.38402 -0.30351 5.18626
H -2.16076 -0.35685 5.62720
H -2.76210 1.17631 3.73341
H -1.24385 0.78144 2.73608
H -2.71003 5.10506 0.83982
H -1.46105 -3.62260 2.12380
H -1.20605 -3.45258 -0.23397
H -1.16240 -1.61960 -0.33376
H 1.23819 -2.52987 -1.94562
H 1.39034 -0.96480 1.67604
H -3.07290 -4.38926 3.31918
H -4.19471 -3.68908 4.57980
H -5.05628 -3.24260 1.53214
H -4.99649 -4.94219 2.21685
H -7.28613 -3.94470 2.36623
H -6.74021 -2.52526 3.38798
H -6.57974 -3.94659 5.72357
H -4.71114 -0.41335 1.52108
H -6.63167 1.45843 2.27010
H -7.10174 1.57183 4.96464
H -5.87429 0.07788 6.70160
C 4.96767 -1.84301 -2.17966
O 5.10362 -0.95354 -3.28025
C 6.37931 -1.01991 -3.91688
C 6.26631 -1.67227 -5.29535
N 5.97840 -3.10278 -5.18565
C 5.57276 -3.72834 -6.44682
C 4.29680 -3.20716 -7.12768
O 3.09690 -3.49529 -6.41962
C 2.79695 -2.58992 -5.36704
H 4.06339 -1.57284 -1.63407
H 4.86177 -2.87548 -2.52143
H 5.82080 -1.76454 -1.49721
H 7.12689 -1.52144 -3.29347
H 6.70885 0.01416 -4.05546
H 7.20894 -1.53768 -5.83827
H 5.47824 -1.14676 -5.84450
H 5.23207 -3.23936 -4.51144
H 5.42476 -4.79173 -6.23014
H 6.40803 -3.66585 -7.15314
H 4.20671 -3.73481 -8.08329
H 4.35520 -2.14302 -7.38077
H 3.12417 -1.57076 -5.58724
H 3.23230 -2.94324 -4.42967
H 1.71256 -2.57979 -5.23297
C 0.50368 6.76292 -0.90038
O 0.63564 7.63792 -2.01341
C 1.90968 7.56185 -2.65422
C 1.79208 6.89119 -4.02359
N 1.50397 5.46259 -3.89401
C 1.09455 4.81988 -5.14551
C -0.18310 5.33199 -5.83002
O -1.38164 5.05400 -5.11467
C -1.67801 5.97337 -4.07476
H -0.39787 7.04155 -0.35506
H 0.39554 5.72644 -1.22704
H 1.35865 6.84959 -0.22227
H 2.65892 7.06816 -2.02672
H 2.23939 8.59373 -2.80765
H 2.73308 7.01808 -4.57092
H 1.00254 7.40982 -4.57748
H 0.75968 5.33538 -3.21591
H 0.94699 3.75972 -4.91381
H 1.92774 4.87243 -5.85486
H -0.27590 4.79132 -6.77789
H -0.12516 6.39258 -6.09793
H -1.35080 6.98926 -4.31006
H -1.24010 5.63278 -3.13377
H -2.76212 5.98589 -3.93777
```

Total charge: -1
Lowest unoccupied orbital energy, eV: 2.03
Highest occupied orbital energy, eV: -5.170
Calculated total energy, eV: -95701.293



(2)
# C30H59Br2FN6O8P

3 unconnected molecules or ions with the total composition C30H59Br2FN6O8P in a non-equilibrium geometry (the ωB97M-V functional and the def2-TZVPD basis, OMol25).

Geometry as XYZ:
```
107
C30H59Br2FN6O8P (the ωB97M-V functional and the def2-TZVPD basis)
C 2.91159 -0.51123 -3.16134
C 1.77292 -0.84780 -2.42421
C 1.42094 -2.30954 -2.24496
C 1.54049 -2.71730 -0.74894
N 2.89085 -2.12779 -0.38101
C 3.89675 -2.69256 -0.77307
O 4.87971 -3.29931 -1.02288
O 0.68017 -2.04325 0.10197
P -0.15594 -3.03919 1.32788
C -1.58365 -3.52420 0.14206
C -1.72652 -2.78578 -1.19946
O -3.15311 -2.81598 -1.58543
C -3.73632 -1.60520 -1.42649
C -4.79730 -1.53359 -0.35094
O -3.48424 -0.64878 -2.10133
C 1.30047 -2.62401 2.49317
C 1.58358 -1.22885 3.05794
O 0.57379 -0.62994 3.86140
C 2.27338 -0.22167 2.12107
N 2.53236 1.07276 2.77531
C -1.22432 -1.44479 1.61662
O -2.31761 -1.46067 2.11461
N -0.77587 -0.09864 1.16497
C -1.67457 0.88128 1.61029
O -2.41374 1.46890 0.87538
F -1.69369 1.16369 2.90661
C -1.05901 -4.13213 2.65687
Br -1.14687 -3.35778 4.47617
C -0.62184 -5.60947 2.66319
C 0.63379 -5.95197 3.44333
Br -2.09186 -6.56706 3.69857
O 0.84123 -4.38951 0.80679
C 1.26732 -4.22120 -0.48361
N 2.29811 -5.20883 -0.79494
H 2.93376 -0.51707 -4.24952
H 3.82715 -0.21038 -2.64645
H 1.14617 -0.06430 -2.00166
H 0.40283 -2.43848 -2.63512
H 2.06488 -2.92552 -2.87680
H -2.58105 -3.47506 0.57504
H -1.42991 -4.58079 -0.11405
H -1.45726 -1.73345 -1.20128
H -1.24932 -3.37855 -1.97277
H -5.62951 -2.18418 -0.64866
H -4.45814 -1.91232 0.61264
H -5.21142 -0.53226 -0.29271
H 2.20441 -2.89576 1.94146
H 1.38938 -3.32422 3.32792
H 2.37846 -1.39979 3.80742
H 0.29338 0.19672 3.46315
H 1.77779 -0.06077 1.16702
H 3.24751 -0.66253 1.88785
H 2.17672 1.83580 2.21903
H 3.51793 1.23827 2.91113
H -0.86633 -0.02622 0.15746
H -2.12441 -4.18990 2.46256
H -0.70109 -6.08908 1.69837
H 0.69854 -7.03101 3.58319
H 0.69870 -5.43580 4.39652
H 1.49660 -5.67687 2.82747
H 0.46708 -4.44270 -1.22594
H 2.67982 -4.99872 -1.71344
H 1.87439 -6.12016 -0.91119
C -6.66920 0.12039 -4.14672
C -6.69730 1.63882 -4.26553
N -7.63043 2.26478 -3.34537
C -7.88065 3.66554 -3.63057
C -6.71218 4.65028 -3.50079
C -7.43460 1.93055 -1.94322
C -6.07158 2.25712 -1.31894
H -7.66991 -0.29674 -4.27519
H -6.02742 -0.29843 -4.92308
H -6.27171 -0.21384 -3.18805
H -7.00465 1.88124 -5.28750
H -5.67498 2.02724 -4.14840
H -8.70479 4.01158 -2.99960
H -8.26349 3.73086 -4.65514
H -6.46990 4.85837 -2.46007
H -6.98414 5.60237 -3.96372
H -5.81202 4.29204 -4.00104
H -7.61975 0.85965 -1.82314
H -8.21957 2.40568 -1.34774
H -5.23784 1.98229 -1.96537
H -5.95345 1.70061 -0.38732
H -5.98678 3.31280 -1.06592
C 7.97225 2.38111 1.19082
C 6.75540 3.15353 0.70392
N 6.03552 3.82913 1.76730
C 4.73594 4.33017 1.35182
C 4.69495 5.43158 0.28595
C 6.82220 4.72918 2.59116
C 7.55062 5.88843 1.89805
H 7.69869 1.66912 1.97066
H 8.40743 1.82091 0.36185
H 8.74997 3.04125 1.57873
H 6.07619 2.43588 0.23600
H 7.07034 3.84796 -0.09078
H 4.18967 4.67513 2.23424
H 4.15690 3.47912 0.97903
H 4.98924 6.39969 0.68992
H 3.67476 5.53763 -0.08893
H 5.33222 5.20422 -0.56942
H 7.56709 4.13446 3.12695
H 6.18272 5.13307 3.38019
H 8.05083 5.57615 0.98022
H 8.31766 6.28828 2.56582
H 6.87700 6.71094 1.66293
```

Total charge: -1
Lowest unoccupied orbital energy, eV: 1.75
Highest occupied orbital energy, eV: -5.431
Calculated total energy, eV: -209475.758